#1
ORCA calculation (ωB97M-V/def2-TZVPD) on the ion C2H8N2 with charge -1.

Calculated values
LUMO (spin up / spin down)	4.64 / 4.81	eV
HOMO energy (spin up / spin down)	1.564 / -4.297	eV
HOMO-LUMO gap (spin up / spin down)	3.07 / 9.11	eV
total charge	-1
2S+1	2

XYZ file:
```
12
Properties=species:S:1:pos:R:3:lowdin_spin:R:1
C -0.213 0.245 -0.749 0.3452
C 0.584 -0.372 0.546 0.1093
N -0.173 -1.402 1.194 0.0701
N -0.100 1.737 -0.598 0.0634
H 0.245 -0.260 -1.530 0.0767
H -1.152 -0.156 -0.708 0.0685
H 1.515 -0.701 0.138 0.0300
H 0.874 0.373 1.282 0.0030
H 0.208 -2.496 1.112 0.0559
H -1.199 -1.152 1.211 0.0494
H 0.420 2.005 -1.331 0.0612
H -1.009 2.178 -0.565 0.0673
```

=====

#2
ORCA calculation (ωB97M-V/def2-TZVPD) on a cluster of 2 separate species, C2H8N2 in total.

Calculated values
LUMO (spin up / spin down)	3.36 / 3.32	eV
HOMO energy (spin up / spin down)	1.426 / -4.796	eV
HOMO-LUMO gap (spin up / spin down)	1.94 / 8.11	eV
total charge	-1
2S+1	2

XYZ file:
```
12
Properties=species:S:1:pos:R:3:lowdin_spin:R:1
N -5.790 2.238 1.606 0.0746
H -5.519 3.139 1.315 0.0109
H -5.351 1.438 1.182 0.0198
H -6.111 2.150 2.589 0.0113
C 3.397 -1.646 -1.526 0.1468
C 2.158 -0.564 0.144 0.3954
N 2.971 -1.428 -0.191 0.0851
H 3.806 -2.732 -1.548 0.0221
H 4.241 -1.124 -1.908 0.0091
H 2.656 -1.461 -2.331 0.0594
H 1.734 -0.309 1.144 0.0816
H 1.809 0.300 -0.475 0.0839
```

=====

Relative to the most stable structure, the computed energies are #1 0.0095; #2 0.0000, all in hartree.